The following is a DFT calculation (the ωB97M-V functional and the def2-TZVPD basis) of C39H23IrN5O3PS2 as an isolated structure.

```
74
Properties=species:S:1:pos:R:3:forces:R:3:mulliken_charge:R:1
Ir 0.410 -0.479 -1.128 -0.115 -0.130 -0.134 3.807
S 0.552 1.364 -2.578 0.029 -0.072 0.144 -0.453
C -0.863 1.084 -3.588 0.011 -0.043 -0.023 0.162
C -1.399 2.159 -4.288 -0.030 0.024 -0.024 -0.866
C -2.518 2.008 -5.098 0.027 0.020 0.048 0.455
C -3.062 3.155 -5.766 0.023 0.002 -0.051 -0.172
N -3.474 4.092 -6.290 -0.012 -0.005 0.025 -0.536
C -3.110 0.745 -5.221 -0.005 -0.042 0.032 0.602
C -2.569 -0.335 -4.533 -0.033 0.016 -0.027 -0.990
C -1.457 -0.187 -3.709 0.129 0.055 -0.014 0.644
S -0.774 -1.574 -2.896 -0.157 0.041 0.123 -0.577
C -4.282 0.551 -6.027 0.011 -0.008 -0.041 -0.207
N -5.219 0.373 -6.667 -0.006 0.005 0.021 -0.532
H -0.943 3.137 -4.196 0.006 -0.007 0.001 0.522
H -3.030 -1.309 -4.634 0.004 -0.004 0.003 0.542
O 2.404 -1.904 -2.712 -0.032 -0.084 -0.006 -0.656
C 2.163 -1.311 -1.688 0.133 0.328 -0.035 -0.343
C 3.293 -1.262 -0.641 -0.017 -0.067 0.008 0.287
C 4.433 -2.044 -0.800 0.011 -0.020 0.003 -0.770
C 5.413 -2.043 0.179 -0.001 -0.007 -0.025 -0.655
C 5.269 -1.260 1.322 -0.009 0.011 0.024 -0.613
C 4.146 -0.466 1.481 0.031 0.021 -0.007 -0.342
C 3.165 -0.467 0.493 -0.024 -0.014 0.005 -0.016
P 1.658 0.523 0.504 0.041 -0.012 -0.099 1.286
C 1.042 0.454 2.219 0.020 -0.093 0.004 0.437
C 0.865 -0.814 2.782 0.016 0.020 0.011 -0.420
C 0.328 -0.956 4.050 -0.003 0.007 0.008 -0.659
C -0.042 0.170 4.776 -0.009 -0.007 -0.001 -0.744
C 0.146 1.431 4.233 -0.004 0.006 -0.001 -0.743
C 0.688 1.575 2.962 -0.041 0.012 -0.017 -0.660
C 2.159 2.243 0.238 0.025 0.014 0.028 0.342
C 1.170 3.224 0.160 0.004 0.003 -0.023 -0.139
C 1.507 4.543 -0.093 -0.008 -0.005 -0.007 -0.825
C 2.836 4.891 -0.294 0.006 0.007 0.002 -0.656
C 3.822 3.919 -0.240 -0.006 -0.004 0.001 -0.744
C 3.488 2.598 0.027 -0.024 0.007 0.020 -0.986
H 4.523 -2.647 -1.695 -0.002 0.003 0.003 0.557
H 6.296 -2.659 0.059 0.000 0.004 -0.002 0.406
H 6.037 -1.270 2.085 -0.002 -0.002 0.000 0.450
H 4.030 0.151 2.365 -0.001 0.001 0.002 0.518
H 1.174 -1.694 2.231 0.002 0.000 0.020 0.361
H 0.203 -1.944 4.476 -0.002 -0.002 -0.002 0.481
H -0.463 0.063 5.767 0.002 -0.001 0.001 0.424
H -0.124 2.312 4.801 0.001 0.000 0.001 0.455
H 0.840 2.566 2.557 0.008 -0.010 0.020 0.439
H 0.128 2.952 0.284 0.000 -0.006 -0.011 0.489
H 0.732 5.296 -0.153 0.002 0.002 0.000 0.438
H 3.100 5.919 -0.504 -0.001 -0.003 0.000 0.401
H 4.857 4.184 -0.410 -0.001 0.000 0.000 0.418
H 4.264 1.846 0.059 0.003 -0.006 -0.005 0.383
O -2.958 -4.464 3.695 0.020 0.133 -0.029 -0.590
N -3.716 -3.722 3.099 -0.066 -0.203 -0.051 0.991
O -4.920 -3.706 3.243 0.110 0.095 -0.034 -0.605
C -3.127 -2.758 2.144 -0.027 0.012 0.059 0.152
C -3.811 -1.611 1.969 0.013 -0.038 0.050 -0.960
C -3.296 -0.581 1.126 0.007 -0.001 -0.020 1.323
C -3.973 0.632 0.911 0.002 0.001 0.003 -0.821
C -3.410 1.570 0.088 -0.010 0.004 -0.002 -1.409
C -2.176 1.294 -0.513 -0.013 -0.057 -0.059 -0.385
N -1.531 0.160 -0.323 0.002 -0.002 0.077 -0.075
C -2.070 -0.776 0.488 -0.001 -0.003 0.012 -0.493
C -1.348 -2.011 0.677 -0.012 0.013 0.010 -0.378
N -0.155 -2.139 0.038 -0.035 0.070 -0.023 -0.128
C 0.495 -3.286 0.106 0.035 -0.012 0.005 -0.317
C 0.010 -4.368 0.839 0.005 -0.005 0.020 -1.075
C -1.159 -4.246 1.542 -0.029 0.034 0.006 -0.843
C -1.873 -3.033 1.484 0.020 -0.010 0.003 0.764
H -4.752 -1.470 2.481 -0.016 0.000 0.004 0.563
H -4.927 0.806 1.392 -0.002 -0.001 -0.002 0.485
H -3.898 2.514 -0.110 -0.003 -0.004 -0.007 0.481
H -1.689 2.000 -1.177 0.026 0.025 -0.027 0.694
H 1.428 -3.349 -0.436 -0.015 0.003 -0.013 0.540
H 0.571 -5.291 0.851 0.002 0.000 -0.001 0.486
H -1.531 -5.069 2.128 -0.010 -0.008 0.015 0.598
```
Forces are in eV/Å.

Values from the calculation:
- LUMO level: -1.8 eV
- DFT total energy: -88208.8752 eV
- Gap between HOMO and LUMO: 5.29 eV
- Spin multiplicity: 1
- Net charge: 0



The following is a DFT calculation (the ωB97M-V functional and the def2-TZVPD basis) of a 24-piece molecular cluster, C39H24Cl92N6OPS3 overall in a non-equilibrium geometry.

```
166
Properties=species:S:1:pos:R:3:forces:R:3:mulliken_charge:R:1
C 12.052 2.870 -2.173 -0.866 -0.506 -0.174 -0.937
C 10.854 3.375 -1.287 0.636 -0.791 -0.035 -0.515
P 9.610 1.960 -1.290 1.728 -0.856 -1.069 0.110
C 9.769 1.282 0.415 -1.110 1.012 1.050 -1.147
N 8.031 2.768 -1.594 -1.196 1.155 -0.564 0.217
C 7.636 3.482 -2.694 -0.290 0.387 -0.112 0.589
N 8.323 3.731 -3.813 0.548 0.746 -0.313 -0.062
S 7.622 4.692 -5.080 -0.068 0.056 -0.225 -0.124
N 9.628 3.211 -4.016 -1.074 -0.308 -0.600 -0.377
C 9.630 2.396 -4.964 0.253 -1.631 1.086 0.547
S 9.789 1.146 -5.851 -0.309 0.463 -0.082 -0.168
N 6.376 3.983 -2.612 -0.127 -0.475 0.904 -0.582
C 5.897 3.559 -1.439 1.318 0.616 -1.008 0.348
C 4.520 3.794 -0.876 0.066 -0.740 -0.130 -0.867
C 3.710 2.480 -1.164 0.160 0.788 -1.227 0.143
C 2.186 2.720 -1.313 0.652 -1.090 1.033 -0.637
N 1.526 1.422 -1.047 -0.672 1.114 -0.957 0.367
C 1.451 0.604 -2.257 -0.140 -1.547 0.291 -0.698
C 2.598 -0.409 -2.387 0.488 0.871 -0.014 0.290
C 3.125 -0.652 -3.670 0.738 0.472 0.704 -0.624
C 4.199 -1.534 -3.867 0.099 0.541 -0.173 -0.827
C 4.759 -2.193 -2.777 -0.204 0.488 -0.083 -0.649
C 4.224 -1.972 -1.499 0.718 -0.320 -0.273 0.231
C 3.155 -1.108 -1.290 0.410 0.402 -0.206 1.086
O 2.651 -0.933 -0.015 0.050 0.089 -0.448 -0.225
N 6.872 2.836 -0.839 -1.598 -0.855 2.253 0.070
S 6.581 2.111 0.675 0.598 -0.101 0.578 -0.184
H 11.632 2.228 -2.966 0.364 0.355 0.111 0.219
H 12.720 2.204 -1.604 -0.066 0.550 -0.096 0.346
H 12.590 3.695 -2.657 -0.005 -0.249 0.375 0.300
H 10.413 4.281 -1.719 0.114 -0.186 0.350 0.314
H 11.272 3.519 -0.279 -0.606 0.417 -0.196 0.493
H 9.134 0.402 0.598 0.455 0.153 -0.332 0.369
H 9.475 2.023 1.180 0.240 -0.270 -0.227 0.369
H 10.832 1.058 0.603 -0.319 -0.044 -0.539 0.343
H 8.683 5.503 -5.359 -0.142 -0.436 0.542 0.171
H 4.553 4.007 0.201 0.106 -0.090 -0.304 0.407
H 4.065 4.662 -1.372 0.288 -0.332 -0.092 0.454
H 4.068 2.140 -2.158 -0.132 -0.179 0.461 0.382
H 3.944 1.685 -0.445 -0.294 0.361 -0.036 0.051
H 1.856 3.409 -0.520 -0.012 0.032 -0.458 0.243
H 1.963 3.080 -2.333 0.040 0.303 0.440 -0.144
H 0.565 1.649 -0.805 0.133 -0.162 0.196 -0.034
H 1.363 1.181 -3.195 0.161 -0.156 0.409 -0.491
H 0.531 -0.015 -2.193 0.268 0.336 0.001 0.387
H 2.674 -0.114 -4.508 0.200 -0.238 0.188 0.432
H 4.573 -1.682 -4.885 -0.086 -0.059 0.413 0.467
H 5.606 -2.868 -2.925 -0.341 0.178 0.175 0.491
H 4.697 -2.516 -0.675 -0.517 0.313 -0.182 -0.328
H 3.376 -0.952 0.622 -0.124 -0.273 -0.098 0.186
H 6.369 0.794 0.392 0.040 0.442 -0.545 0.173
C 0.395 2.709 2.584 -0.008 -0.078 0.055 0.261
Cl -0.888 2.432 1.394 0.197 0.043 -0.014 -0.088
Cl -0.301 2.707 4.206 0.041 0.010 -0.100 -0.073
Cl 1.602 1.423 2.457 -0.055 0.046 -0.022 -0.032
Cl 1.162 4.277 2.273 -0.029 -0.044 -0.009 -0.131
C 6.806 -5.112 0.420 0.029 -0.227 -0.076 0.242
Cl 5.704 -5.838 -0.755 0.034 0.103 0.048 -0.069
Cl 6.080 -3.627 1.064 0.132 -0.075 0.205 -0.136
Cl 7.095 -6.242 1.746 -0.129 0.494 -0.375 0.010
Cl 8.340 -4.719 -0.373 -0.069 0.026 0.030 -0.110
C -0.305 3.873 -4.661 -0.081 0.074 -0.001 0.247
Cl -1.415 4.000 -6.027 0.075 -0.018 0.087 -0.105
Cl 0.249 5.485 -4.197 -0.005 -0.142 0.011 -0.013
Cl -1.137 3.117 -3.291 0.053 -0.001 -0.031 -0.031
Cl 1.089 2.880 -5.122 -0.025 0.122 -0.175 -0.099
C 0.780 -4.230 -3.370 0.038 0.038 0.118 0.092
Cl -0.574 -4.063 -2.256 -0.205 -0.156 0.070 0.068
Cl 1.801 -5.592 -2.874 -0.030 0.059 -0.018 -0.102
Cl 0.185 -4.510 -5.014 0.042 0.039 0.109 -0.124
Cl 1.715 -2.728 -3.297 -1.466 -1.652 -0.536 0.242
C -4.294 -3.823 -0.546 0.077 0.164 -0.099 0.028
Cl -5.947 -3.312 -0.138 0.853 -0.120 0.775 -0.036
Cl -3.175 -2.511 -0.139 -0.190 0.072 -0.486 0.147
Cl -3.876 -5.279 0.376 -0.644 -0.050 -0.281 -0.104
Cl -4.179 -4.191 -2.268 0.022 -0.085 0.124 -0.064
C 7.404 -7.894 5.551 0.064 -0.017 0.101 0.349
Cl 5.720 -7.469 5.888 0.062 0.009 -0.033 -0.090
Cl 8.455 -6.562 6.047 0.095 -0.348 -0.226 -0.062
Cl 7.835 -9.355 6.444 -0.033 0.081 -0.075 -0.090
Cl 7.602 -8.182 3.814 0.086 -0.400 0.376 -0.092
C -0.338 9.558 -5.153 -0.130 0.084 -0.052 0.333
Cl 0.503 8.886 -3.745 -0.051 -0.044 -0.048 -0.109
Cl -1.756 10.463 -4.620 0.266 -0.059 0.127 -0.056
Cl 0.754 10.648 -6.004 -0.086 0.057 0.226 -0.074
Cl -0.861 8.221 -6.225 -0.028 0.235 0.510 -0.104
C -4.299 -1.037 3.349 -0.183 0.020 0.029 0.090
Cl -2.686 -0.293 3.283 0.035 -0.371 -0.066 0.050
Cl -4.171 -2.768 3.013 -0.076 0.136 0.335 -0.009
Cl -4.979 -0.806 4.961 0.103 0.272 -0.313 -0.025
Cl -5.357 -0.286 2.144 0.054 -0.140 -0.016 0.007
C -9.569 -6.028 -0.575 -0.136 0.094 0.069 0.189
Cl -9.324 -7.205 -1.875 0.262 0.631 0.346 -0.075
Cl -11.092 -5.169 -0.841 0.064 -0.059 -0.004 -0.110
Cl -9.636 -6.880 0.969 0.271 0.275 0.093 -0.100
Cl -8.227 -4.870 -0.561 -0.569 -0.614 -0.124 0.118
C -5.382 10.502 -6.683 -0.052 -0.040 -0.036 0.315
Cl -4.762 12.083 -6.182 -0.012 -0.062 -0.012 -0.102
Cl -4.077 9.310 -6.608 -0.263 -0.014 -0.166 -0.018
Cl -6.691 10.013 -5.600 0.068 0.027 -0.043 -0.096
Cl -5.993 10.607 -8.339 0.036 0.006 0.084 -0.094
C 1.888 9.476 -9.828 -0.026 -0.064 -0.049 0.258
Cl 1.359 11.147 -10.063 0.028 -0.075 0.033 -0.097
Cl 0.941 8.740 -8.528 0.276 -0.077 -0.642 0.032
Cl 1.652 8.565 -11.326 0.025 0.052 0.069 -0.102
Cl 3.604 9.457 -9.390 -0.056 0.008 -0.009 -0.104
C -0.013 -3.956 2.463 0.064 0.030 -0.111 -0.022
Cl -1.565 -4.456 1.771 1.045 -0.039 0.428 0.082
Cl 0.888 -2.977 1.274 -0.233 -0.134 0.251 0.069
Cl -0.299 -2.995 3.921 0.043 -0.036 -0.069 -0.104
Cl 0.939 -5.389 2.880 -0.027 0.071 -0.030 -0.104
C -11.235 -10.661 -4.123 0.014 -0.082 -0.073 0.313
Cl -10.252 -9.434 -3.306 -0.365 -0.589 -0.318 -0.055
Cl -10.949 -10.582 -5.867 -0.010 0.002 0.085 -0.102
Cl -10.792 -12.265 -3.523 -0.017 0.085 -0.019 -0.098
Cl -12.943 -10.357 -3.789 0.095 0.003 0.005 -0.090
C -5.474 -2.870 8.652 -0.104 -0.088 0.045 0.196
Cl -7.136 -2.416 9.047 0.069 0.009 -0.006 0.008
Cl -4.385 -1.533 9.053 -0.025 -0.042 -0.033 -0.114
Cl -5.011 -4.304 9.577 -0.166 0.175 -0.043 -0.046
Cl -5.361 -3.220 6.922 -0.027 -0.231 0.292 -0.035
C -13.032 -9.217 1.334 -0.010 0.004 -0.043 0.281
Cl -11.853 -9.023 0.033 -0.269 -0.254 -0.112 0.036
Cl -12.183 -9.521 2.857 -0.025 0.021 -0.054 -0.102
Cl -13.994 -7.740 1.480 0.050 -0.054 -0.002 -0.095
Cl -14.097 -10.582 0.970 0.049 0.063 0.026 -0.106
C -1.813 -7.245 10.070 0.036 0.004 -0.005 0.335
Cl -2.039 -5.685 9.267 0.173 -0.159 0.031 -0.045
Cl -0.559 -8.168 9.229 -0.058 0.031 0.038 -0.098
Cl -1.324 -6.978 11.748 -0.025 -0.012 -0.078 -0.094
Cl -3.333 -8.148 10.034 0.058 0.049 -0.001 -0.099
C 12.292 4.017 -7.517 0.188 0.051 -0.148 0.295
Cl 11.121 3.624 -8.782 0.021 0.006 0.102 -0.091
Cl 11.490 3.926 -5.933 0.844 0.876 -0.511 -0.006
Cl 13.626 2.860 -7.563 -0.099 0.043 0.036 -0.092
Cl 12.911 5.651 -7.769 -0.057 -0.100 0.039 -0.090
C -6.362 -0.886 -3.940 -0.109 0.027 0.010 0.196
Cl -6.122 -2.054 -5.247 0.008 0.046 0.068 -0.111
Cl -7.896 -0.039 -4.179 0.089 -0.035 0.002 -0.103
Cl -6.387 -1.738 -2.388 -0.147 0.615 -0.728 0.108
Cl -5.033 0.286 -3.945 -0.033 -0.046 0.005 -0.071
C -11.190 -1.888 8.927 0.020 0.020 -0.005 0.321
Cl -10.260 -0.614 9.731 0.107 -0.242 -0.010 -0.040
Cl -10.892 -1.822 7.185 -0.006 0.012 0.080 -0.075
Cl -10.695 -3.469 9.549 -0.019 0.095 -0.024 -0.093
Cl -12.915 -1.650 9.240 0.064 -0.048 -0.011 -0.115
C -4.704 3.958 2.714 -0.025 -0.018 0.062 0.178
Cl -6.227 3.480 1.955 0.077 0.061 0.035 -0.037
Cl -3.777 4.975 1.598 -0.021 -0.039 0.035 -0.103
Cl -5.042 4.864 4.195 0.018 -0.027 -0.080 -0.116
Cl -3.770 2.509 3.107 -0.254 0.470 0.048 0.032
C -10.687 3.382 1.874 -0.050 0.039 0.004 0.325
Cl -10.012 4.960 2.303 -0.012 -0.076 -0.020 -0.095
Cl -9.410 2.158 1.947 -0.059 -0.012 -0.001 -0.049
Cl -11.972 2.959 3.012 0.077 0.015 -0.052 -0.091
Cl -11.347 3.447 0.235 0.041 -0.006 0.075 -0.096
C -11.560 3.178 9.684 -0.043 0.001 -0.025 0.293
Cl -10.398 3.367 8.363 -0.037 -0.020 0.052 -0.073
Cl -10.689 2.955 11.208 -0.023 -0.004 -0.063 -0.099
Cl -12.573 4.624 9.790 0.062 -0.062 0.001 -0.103
Cl -12.574 1.765 9.375 -0.101 0.239 -0.012 -0.028
C 7.969 -2.793 7.946 -0.087 -0.022 0.090 0.324
Cl 9.184 -2.531 6.683 -0.030 -0.017 0.023 -0.110
Cl 8.778 -3.059 9.494 -0.032 0.020 -0.094 -0.088
Cl 6.924 -1.368 8.063 0.059 -0.044 -0.020 -0.104
Cl 6.996 -4.210 7.537 -0.090 0.367 0.183 -0.030
```
Forces are in eV/Å.

Values from the calculation:
- LUMO level: -3.4 eV
- DFT total energy: -1245658.8600 eV
- Gap between HOMO and LUMO: 7.09 eV
- Spin multiplicity: 1
- Net charge: +1



The highest LUMO level belongs to which entry? C39H23IrN5O3PS2